ORCA calculation (ωB97M-V/def2-TZVPD) on a structure of composition C52H36N7S2Y.

Geometry as XYZ:
```
98
Properties=species:S:1:pos:R:3:forces:R:3:mulliken_charge:R:1
Y -2.932 -18.991 -14.133 -0.99 -0.51 -0.91 0.898
C 2.502 -19.792 -19.823 -1.17 0.03 0.27 -0.500
C 2.659 -19.815 -18.431 0.32 0.10 -0.24 -0.719
C 1.567 -19.743 -17.570 -0.42 -0.17 -0.08 0.056
C 0.260 -19.591 -18.068 -0.17 -0.29 0.10 -0.186
C 0.103 -19.511 -19.451 0.42 -0.27 -0.34 -0.471
C 1.188 -19.675 -20.318 0.50 0.36 0.19 -0.694
C -0.957 -19.628 -17.178 -0.82 0.06 0.76 1.359
C -1.939 -18.596 -17.257 0.44 -0.35 0.49 0.231
C -1.896 -17.462 -18.159 -1.51 0.74 0.39 -1.250
C -3.087 -16.775 -17.976 0.80 -0.78 -0.06 -1.153
C -3.840 -17.481 -16.948 -0.24 0.07 0.50 0.581
C -5.124 -17.078 -16.455 0.99 -0.88 0.49 1.037
C -5.743 -15.874 -17.113 -0.15 -0.02 -0.63 -0.892
C -6.556 -16.036 -18.243 0.05 0.01 0.65 -0.104
C -7.142 -14.955 -18.881 -0.16 0.40 -0.02 -0.726
C -6.936 -13.654 -18.419 0.73 -0.46 0.58 -0.389
C -6.101 -13.482 -17.307 -0.12 -0.47 -0.45 -0.947
C -5.466 -14.572 -16.705 0.13 -0.01 0.34 0.328
C -5.793 -17.706 -15.346 0.34 0.51 -0.35 0.614
N -5.299 -18.688 -14.520 0.27 0.00 0.17 -0.296
C -6.231 -18.905 -13.518 0.42 -0.12 0.29 0.555
C -6.104 -19.791 -12.408 0.60 0.51 -0.52 0.953
C -7.109 -19.707 -11.283 -0.23 -0.05 0.09 -1.026
C -7.090 -18.695 -10.308 0.00 0.01 -0.58 0.187
C -8.093 -18.606 -9.342 -0.01 -0.54 -0.17 -0.771
C -9.119 -19.562 -9.279 0.59 0.25 0.05 -0.464
C -9.083 -20.608 -10.200 -0.40 0.16 0.43 -0.685
C -8.112 -20.678 -11.181 0.36 0.04 -0.48 -0.093
C -5.038 -20.714 -12.250 0.70 0.01 -0.12 0.667
C -4.775 -21.465 -11.043 1.10 -0.74 -0.64 -1.375
C -3.630 -22.225 -11.265 -1.51 0.95 -0.19 -1.199
C -3.229 -21.969 -12.617 0.82 0.72 -0.87 0.135
N -4.034 -20.971 -13.180 0.11 -0.32 0.96 -0.719
C -2.105 -22.568 -13.301 -0.64 1.08 -0.06 1.515
C -1.647 -22.088 -14.571 0.50 0.08 0.21 0.196
C -0.702 -22.818 -15.405 -0.31 0.96 -0.54 -1.267
C -0.395 -21.999 -16.464 -0.03 -0.17 0.38 -1.481
C -1.114 -20.763 -16.298 0.10 0.36 0.33 0.327
N -1.896 -20.833 -15.152 0.83 -0.89 -0.22 0.476
C -1.374 -23.711 -12.643 -0.16 -0.04 -0.57 0.154
C -2.080 -24.789 -12.090 0.75 -0.20 0.16 -0.486
C -1.400 -25.902 -11.571 -0.33 -0.03 0.10 -0.721
C -0.017 -25.994 -11.576 -0.02 1.14 -0.60 -0.610
C 0.685 -24.905 -12.138 -0.23 -0.50 0.21 -1.037
C 0.036 -23.794 -12.661 -0.55 -0.44 0.37 -0.266
C -7.331 -18.001 -13.713 -0.40 0.30 -0.64 -1.007
C -7.081 -17.274 -14.849 -0.08 -0.62 0.79 -1.274
N -3.090 -18.545 -16.480 0.24 0.39 -0.55 -0.326
H 3.339 -19.865 -20.520 -0.17 -0.02 0.36 0.375
H 3.657 -19.880 -18.000 -0.18 -0.08 -0.09 0.385
H 1.715 -19.860 -16.497 0.00 0.16 -0.22 0.428
H -0.887 -19.365 -19.860 -0.06 -0.15 -0.05 0.540
H 1.018 -19.670 -21.395 0.01 0.03 0.25 0.364
H -1.090 -17.190 -18.826 -0.10 -0.12 0.08 0.618
H -3.420 -15.868 -18.471 0.11 -0.28 0.06 0.484
H -6.719 -17.041 -18.587 -0.20 -0.26 -0.22 0.518
H -7.794 -15.125 -19.726 0.06 -0.04 -0.16 0.370
H -7.316 -12.778 -18.934 -0.26 -0.20 0.08 0.373
H -5.951 -12.492 -16.918 0.27 0.30 0.07 0.428
H -4.702 -14.439 -15.934 -0.46 0.13 -0.03 0.492
H -6.300 -17.943 -10.347 -0.15 -0.16 -0.01 0.501
H -8.030 -17.797 -8.632 -0.16 0.09 0.16 0.415
H -9.886 -19.505 -8.493 0.38 -0.05 -0.52 0.346
H -9.833 -21.383 -10.158 -0.13 -0.07 0.01 0.379
H -8.135 -21.490 -11.911 0.01 0.20 0.21 0.439
H -5.360 -21.441 -10.146 -0.17 0.06 0.20 0.571
H -3.127 -22.859 -10.566 0.06 -0.24 0.15 0.743
H -0.345 -23.824 -15.254 -0.13 0.02 0.06 0.648
H 0.238 -22.209 -17.320 -0.08 -0.07 0.23 0.547
H -3.159 -24.780 -12.069 -0.08 0.02 -0.12 0.574
H -1.977 -26.730 -11.165 -0.01 0.15 -0.05 0.382
H 0.499 -26.867 -11.185 -0.08 0.20 -0.08 0.409
H 1.761 -24.938 -12.195 0.22 -0.02 0.07 0.409
H 0.636 -23.004 -13.084 -0.09 0.17 -0.06 0.649
H -8.221 -17.954 -13.095 0.17 -0.02 -0.08 0.605
H -7.726 -16.524 -15.272 0.08 0.08 -0.15 0.519
C -6.387 -15.212 -11.650 0.10 0.61 -0.17 -0.531
S -5.360 -14.832 -13.093 -0.18 0.37 0.26 0.073
C -4.106 -16.002 -12.947 0.31 -1.54 -0.17 0.274
S -2.904 -16.015 -14.157 0.48 0.12 -0.27 -0.375
N -4.210 -16.902 -11.995 -0.32 -0.20 1.41 -0.991
N -3.254 -17.873 -12.019 1.02 -0.17 1.37 0.570
C -2.748 -18.384 -10.920 -1.30 1.38 -0.82 -0.744
C -1.512 -19.142 -11.033 1.09 -1.87 -0.28 0.854
C -0.802 -19.620 -9.882 -0.79 0.49 -1.06 -1.109
C 0.409 -20.263 -10.060 0.51 -0.02 -1.57 -0.317
C 0.957 -20.413 -11.384 -1.23 0.83 1.27 -0.885
C 0.168 -19.949 -12.435 -0.25 -0.48 0.36 -0.177
N -1.058 -19.419 -12.293 0.07 0.77 0.99 -0.003
H -7.109 -14.379 -11.619 0.17 -0.41 0.11 0.458
H -5.736 -15.181 -10.769 -0.41 -0.19 -0.15 0.263
H -6.896 -16.170 -11.782 0.14 0.17 0.15 -0.115
H -3.117 -18.151 -9.902 0.11 0.15 -0.69 0.250
H -1.239 -19.491 -8.885 0.23 0.03 -0.44 0.397
H 0.934 -20.622 -9.188 0.18 -0.12 -0.01 0.444
H 1.947 -20.813 -11.584 -0.25 -0.04 0.19 0.454
H 0.506 -20.053 -13.458 0.00 -0.09 -0.10 0.564
```
Positions in Å, forces in eV/Å.

- HOMO energy: -6.624 eV
- ΔE to the lowest compared entry with this formula, charge and spin: 0.0 kcal per mole
- E_tot: -87656.412 eV
- Charge: 0
- Lowest unoccupied orbital energy: -1.16 eV